Molecular formula: C16H46N4O6Sr2
Method: DFT, ωB97M-V with the def2-TZVPD basis set

Structure (XYZ):
```
74
Properties=species:S:1:pos:R:3
Sr 1.650 0.936 3.456
Sr 1.013 2.914 0.582
O 0.777 0.494 1.227
H 1.474 0.328 0.587
O 2.956 2.141 1.679
H 3.844 1.906 1.412
C 1.222 -3.478 5.089
C 1.678 -2.100 4.564
C 2.420 -2.331 3.260
O 2.950 -1.120 2.705
C 3.569 -1.238 1.451
N 0.523 -1.191 4.337
H 2.009 -4.216 5.221
H 0.478 -3.923 4.420
H 0.703 -3.329 6.040
H 2.365 -1.620 5.275
H 1.802 -2.807 2.477
H 3.215 -3.072 3.418
H 3.019 -1.957 0.822
H 4.574 -1.648 1.565
H 3.531 -0.278 0.955
H -0.124 -1.181 5.124
H -0.037 -1.582 3.572
C -2.119 -2.276 3.098
C -2.623 -1.127 2.229
C -4.081 -0.778 2.469
O -4.902 -1.883 2.561
C -5.563 -2.255 1.367
N -1.840 0.149 2.313
H -1.135 -2.625 2.749
H -2.803 -3.106 2.955
H -2.001 -2.001 4.150
H -2.485 -1.476 1.194
H -4.394 -0.112 1.642
H -4.188 -0.221 3.404
H -5.960 -1.367 0.869
H -6.370 -2.937 1.630
H -4.923 -2.844 0.690
H -2.321 0.784 1.675
H -0.923 0.036 1.876
C -1.772 -0.761 -1.884
C -1.102 0.503 -2.436
C -2.088 1.288 -3.264
O -2.625 0.408 -4.211
C -3.407 1.060 -5.201
N -0.665 1.378 -1.304
H -2.006 -1.498 -2.650
H -2.767 -0.498 -1.497
H -1.150 -1.195 -1.100
H -0.258 0.244 -3.076
H -1.633 2.171 -3.732
H -2.895 1.633 -2.582
H -4.148 1.740 -4.777
H -3.948 0.282 -5.743
H -2.759 1.553 -5.932
H -1.530 1.700 -0.866
H -0.205 0.748 -0.640
C 2.663 0.598 -2.145
C 2.835 2.024 -2.615
C 2.773 2.110 -4.144
O 2.546 3.430 -4.604
C 3.642 4.296 -4.445
N 1.826 2.942 -2.024
H 1.997 0.005 -2.775
H 2.208 0.561 -1.149
H 3.616 0.080 -2.058
H 3.809 2.392 -2.289
H 1.905 1.543 -4.489
H 3.699 1.738 -4.598
H 4.185 4.120 -3.508
H 3.257 5.310 -4.417
H 4.347 4.148 -5.265
H 0.876 2.551 -2.091
H 1.790 3.786 -2.596
```

M: 565.806 g/mol
Frontier orbital gap: 0.264 Eh
Relative energy (zero: lowest compared OMol25 entry of this formula, charge and spin): 0.0 kcal/mol
LUMO: -0.2452 Eh
Highest occupied orbital energy: -13.850 eV
Net charge: +2

Molecular formula: C16H46O9S
Method: DFT, ωB97M-V with the def2-TZVPD basis set

Structure (XYZ):
```
72
Properties=species:S:1:pos:R:3
C 4.882 -0.153 2.044
C 5.257 0.704 0.842
C 4.197 0.686 -0.236
O 2.960 1.110 0.310
C 1.921 1.106 -0.623
O 0.729 1.262 0.079
C -0.275 0.308 -0.205
C -1.539 0.737 0.484
O -2.112 1.810 -0.240
C -3.336 2.291 0.289
C -4.538 1.372 0.069
C -4.907 0.497 1.264
C -5.900 -0.604 0.908
S -5.132 -2.062 0.147
H 4.074 0.303 2.617
H 4.537 -1.139 1.723
H 5.736 -0.301 2.706
H 5.421 1.740 1.150
H 6.176 0.334 0.383
H 4.084 -0.332 -0.640
H 4.484 1.347 -1.066
H 2.045 1.946 -1.324
H 1.924 0.161 -1.190
H -0.459 0.243 -1.283
H 0.023 -0.685 0.157
H -1.304 1.049 1.510
H -2.224 -0.118 0.534
H -3.503 3.240 -0.220
H -3.220 2.513 1.357
H -4.326 0.759 -0.814
H -5.407 1.985 -0.184
H -5.334 1.121 2.055
H -4.015 0.027 1.682
H -6.368 -1.007 1.806
H -6.676 -0.228 0.242
H -4.718 -1.511 -1.001
C 7.508 1.465 -2.330
O 8.014 0.605 -1.311
H 6.947 2.249 -1.822
H 8.298 1.930 -2.915
H 6.826 0.933 -3.000
H 8.522 -0.095 -1.730
C -0.680 5.051 2.467
O -1.552 3.938 2.335
H -0.974 5.578 3.373
H 0.364 4.742 2.568
H -0.765 5.739 1.622
H -1.290 3.456 1.542
C -3.026 -5.584 -0.500
O -2.522 -4.340 -0.978
H -2.295 -6.343 -0.770
H -3.142 -5.576 0.587
H -3.987 -5.840 -0.952
H -3.154 -3.658 -0.731
C 8.633 5.207 -3.490
O 8.746 3.922 -4.085
H 7.854 5.134 -2.734
H 9.560 5.516 -3.001
H 8.341 5.971 -4.216
H 9.430 3.955 -4.760
C -1.175 -4.664 2.598
O -2.341 -5.144 3.257
H -0.424 -5.446 2.678
H -1.361 -4.459 1.541
H -0.785 -3.757 3.069
H -3.023 -4.470 3.197
C -8.343 -4.473 -1.371
O -7.495 -4.526 -0.238
H -8.515 -5.500 -1.688
H -9.312 -4.017 -1.145
H -7.884 -3.928 -2.202
H -7.312 -3.624 0.048
```

M: 414.602 g/mol
Frontier orbital gap: 0.371 Eh
SMILES: CCCOCOCCOCCCCS.CO.CO.CO.CO.CO.CO
LUMO: 0.0163 Eh
Highest occupied orbital energy: -9.652 eV

Molecular formula: C16H47N3O8
Method: DFT, ωB97M-V with the def2-TZVPD basis set

Structure (XYZ):
```
74
Properties=species:S:1:pos:R:3
C -4.000 -3.197 1.946
C -3.923 -1.723 2.354
C -2.953 -1.416 3.567
O -3.020 -0.052 3.988
C -2.060 0.083 5.092
N -3.596 -1.024 1.163
H -3.925 -3.410 0.880
H -4.886 -3.695 2.340
H -3.103 -3.672 2.341
H -4.847 -1.334 2.782
H -1.917 -1.714 3.404
H -3.396 -2.058 4.329
H -1.103 -0.405 4.911
H -2.505 -0.378 5.973
H -1.898 1.132 5.343
H -2.747 -1.433 0.800
H -3.270 -0.178 1.608
C 0.678 -3.101 -1.577
C 0.723 -1.852 -0.707
C 1.719 -0.699 -1.296
O 1.674 0.515 -0.524
C 2.581 1.527 -0.919
N -0.577 -1.371 -0.494
H 0.760 -2.871 -2.640
H -0.258 -3.617 -1.363
H 1.539 -3.685 -1.252
H 1.152 -2.229 0.221
H 1.472 -0.533 -2.344
H 2.750 -1.050 -1.238
H 3.527 1.271 -1.397
H 2.783 2.050 0.015
H 2.063 2.090 -1.696
H -1.118 -0.908 -1.211
H -0.518 -0.681 0.240
C 2.335 6.028 -1.784
C 2.214 5.230 -0.396
C 3.591 4.797 0.198
O 4.426 3.969 -0.658
C 5.565 3.340 -0.118
N 1.537 6.017 0.606
H 1.880 5.562 -2.658
H 3.363 6.276 -2.050
H 1.765 6.956 -1.746
H 1.747 4.258 -0.553
H 3.356 4.316 1.148
H 4.209 5.617 0.562
H 6.071 2.723 -0.861
H 5.409 2.665 0.724
H 6.203 4.147 0.241
H 1.907 5.956 1.544
H 1.694 6.939 0.226
O -1.123 -1.835 -4.718
H -0.659 -2.538 -4.263
H -1.887 -1.657 -4.168
C -1.229 1.723 -3.316
C -1.710 2.501 -2.062
O -2.112 1.498 -1.183
O -0.880 2.664 -4.350
H -2.095 1.186 -3.702
H -0.454 0.995 -3.074
H -2.603 3.090 -2.273
H -1.052 3.086 -1.420
H -2.811 1.835 -0.618
H 0.074 2.599 -4.269
C 0.058 -6.377 0.487
C -0.790 -5.195 1.200
O -1.232 -5.498 2.470
O -0.887 -7.427 0.212
H 0.869 -6.691 1.144
H 0.502 -6.068 -0.459
H -1.687 -4.897 0.657
H -0.160 -4.306 1.191
H -1.931 -6.153 2.414
H -1.276 -7.714 1.041
```

<S²>: 0.76
M: 409.565 g/mol
Frontier orbital gap (alpha / beta): 0.329 / 0.109 Eh
LUMO (alpha / beta): -0.0893 / -0.3094 Eh
Highest occupied orbital energy (alpha / beta): -11.382 / -11.381 eV
Multiplicity: 2
Net charge: +1

Molecular formula: C16H47N7O7
Method: DFT, ωB97M-V with the def2-TZVPD basis set

Structure (XYZ):
```
77
Properties=species:S:1:pos:R:3
C -4.030 3.049 1.199
C -2.739 2.394 1.336
C -2.675 0.933 1.777
O -3.155 0.980 3.087
C -3.229 -0.288 3.724
N -2.007 2.742 0.058
H -4.545 3.126 2.157
H -4.641 2.499 0.483
H -3.922 4.067 0.825
H -2.218 2.945 2.119
H -1.621 0.679 1.666
H -3.068 0.127 1.157
H -2.302 -0.837 3.890
H -3.900 -0.912 3.134
H -3.605 -0.160 4.739
H -2.539 2.310 -0.684
H -1.956 3.723 -0.176
C 4.070 0.545 -3.922
C 3.565 0.542 -2.496
C 2.533 1.709 -2.225
O 3.175 2.911 -2.452
C 2.304 4.029 -2.181
N 3.078 -0.800 -2.188
H 3.372 0.582 -4.759
H 4.861 -0.178 -4.120
H 4.605 1.488 -4.027
H 4.409 0.793 -1.853
H 2.380 1.657 -1.148
H 1.617 1.437 -2.749
H 1.365 3.982 -2.731
H 2.910 4.903 -2.417
H 2.086 4.005 -1.113
H 3.793 -1.496 -2.342
H 2.865 -0.748 -1.202
C -2.054 -1.868 2.042
C -1.254 -2.951 1.262
C -0.972 -4.182 2.102
O -0.361 -5.263 1.491
C -0.127 -6.424 2.375
N -2.055 -3.280 0.078
H -1.389 -1.055 2.331
H -2.602 -2.068 2.963
H -2.747 -1.347 1.381
H -0.258 -2.552 1.070
H -1.897 -4.664 2.418
H -0.353 -3.977 2.976
H 0.221 -6.286 3.399
H 0.582 -7.077 1.866
H -1.121 -6.863 2.457
H -1.811 -2.775 -0.762
H -1.816 -4.217 -0.212
C 0.089 -0.539 0.377
C -0.803 0.489 -0.342
O -0.384 1.795 0.075
O 1.468 -0.375 0.097
H -0.132 -1.560 0.064
H -0.135 -0.540 1.444
H -1.869 0.369 -0.148
H -0.697 0.384 -1.421
H -1.212 2.259 0.216
H 1.670 0.468 -0.315
C 2.090 2.635 1.750
O 2.961 3.312 2.235
N 2.264 1.350 1.569
N 1.008 3.114 1.182
H 1.638 0.720 1.088
H 3.173 0.948 1.745
H 0.338 2.446 0.829
H 0.759 4.092 1.138
C 0.453 -1.029 -3.725
O -0.609 -1.200 -4.332
N 1.561 -0.522 -4.171
N 0.519 -1.301 -2.472
H 2.303 -0.406 -3.495
H 1.689 -0.170 -5.109
H 1.404 -1.082 -2.035
H -0.363 -1.546 -2.046
```

M: 449.594 g/mol
Frontier orbital gap: 0.321 Eh
LUMO: 0.0079 Eh
Highest occupied orbital energy: -8.532 eV

Molecular formula: C16H47O8
Method: DFT, ωB97M-V with the def2-TZVPD basis set

Structure (XYZ):
```
71
Properties=species:S:1:pos:R:3
C -0.573 -0.025 1.353
C -1.517 -0.538 0.254
C -0.816 -1.555 -0.639
O -2.694 -0.988 0.736
H -0.273 -0.850 2.004
H -0.966 0.850 1.870
H 0.359 0.380 0.912
H -1.714 0.373 -0.384
H 0.140 -1.166 -1.057
H -1.380 -1.698 -1.565
H -0.513 -2.518 -0.229
C -1.655 -4.694 -5.403
C -0.799 -4.139 -4.242
C -0.631 -2.647 -4.375
O -1.324 -4.529 -2.990
H -2.102 -5.649 -5.128
H -1.027 -4.882 -6.274
H -2.471 -3.991 -5.592
H 0.177 -4.614 -4.368
H -0.297 -2.487 -5.409
H 0.186 -2.222 -3.789
H -1.517 -2.056 -4.142
H -2.159 -4.082 -2.820
C 2.833 3.590 5.357
C 2.809 3.171 3.895
C 1.673 2.205 3.601
O 2.714 4.359 3.079
H 3.535 4.409 5.513
H 3.193 2.765 5.982
H 1.853 3.882 5.739
H 3.755 2.700 3.624
H 1.690 1.469 4.415
H 1.802 1.621 2.693
H 0.688 2.670 3.667
H 1.812 4.681 3.172
C 4.082 1.927 -1.328
C 3.471 0.831 -2.212
C 2.032 1.135 -2.645
O 4.298 0.581 -3.365
H 4.571 1.534 -0.437
H 3.293 2.601 -0.995
H 4.836 2.525 -1.846
H 3.444 -0.112 -1.670
H 1.525 0.178 -2.768
H 1.939 1.696 -3.576
H 1.514 1.704 -1.872
H 4.553 1.446 -3.700
C -1.638 3.448 1.284
O -2.628 4.441 0.984
H -1.696 2.993 2.276
H -1.727 2.637 0.557
H -0.689 3.967 1.163
H -3.477 3.993 0.930
C -3.490 2.049 -2.729
O -4.441 1.000 -2.778
H -3.964 2.959 -3.114
H -3.251 2.244 -1.682
H -2.534 1.855 -3.219
H -4.281 0.455 -3.551
C 0.964 -3.790 2.008
O -0.179 -4.582 2.237
H 1.915 -4.191 2.383
H 1.092 -3.583 0.950
H 0.802 -2.824 2.503
H -0.266 -4.718 3.184
C -2.329 -1.385 4.250
O -3.311 -1.677 3.290
H -2.557 -1.930 5.170
H -1.329 -1.703 3.917
H -2.282 -0.310 4.478
H -3.054 -1.191 2.462
```

M: 367.544 g/mol
Frontier orbital gap: 0.212 Eh
Relative energy (zero: lowest compared OMol25 entry of this formula, charge and spin): 17.1 kcal/mol
LUMO: 0.0926 Eh
Highest occupied orbital energy: -3.240 eV
Net charge: -1

Molecular formula: C16H48F2InNO12S2
Method: DFT, ωB97M-V with the def2-TZVPD basis set

Structure (XYZ):
```
82
Properties=species:S:1:pos:R:3
In 2.415 0.741 -1.659
N -0.122 -0.166 -0.609
S -0.312 -0.490 0.942
O -1.459 -1.266 1.299
O 0.165 0.503 1.852
F 0.879 -1.566 0.986
S -1.535 0.763 -0.796
O -2.089 1.442 0.331
O -2.418 0.286 -1.796
F -0.728 1.926 -1.505
C 1.744 -4.539 2.484
C 2.830 -5.103 1.553
O 3.884 -4.172 1.388
H 2.064 -4.173 3.457
H 1.029 -5.348 2.656
H 1.236 -3.751 1.930
H 2.425 -5.328 0.570
H 3.236 -6.028 1.982
H 4.417 -4.176 2.193
C -0.496 1.230 -5.800
C -0.400 1.193 -4.262
O 0.950 1.633 -3.929
H -0.605 2.261 -6.126
H -1.450 0.751 -6.037
H 0.300 0.674 -6.292
H -0.606 0.244 -3.779
H -1.150 1.905 -3.926
H 1.423 1.682 -4.767
C -0.002 4.561 0.453
C 1.266 4.123 -0.285
O 1.534 2.756 0.084
H -0.320 5.531 0.070
H 0.290 4.638 1.503
H -0.808 3.836 0.381
H 2.105 4.794 -0.099
H 1.096 4.047 -1.360
H 1.642 2.705 1.052
C -3.399 2.889 2.601
C -4.541 3.061 1.602
O -5.745 2.538 2.106
H -3.174 1.840 2.786
H -3.587 3.396 3.549
H -2.490 3.353 2.207
H -4.395 2.476 0.696
H -4.599 4.116 1.293
H -6.035 3.082 2.853
C -3.763 -2.187 -3.701
C -2.913 -2.851 -4.781
O -1.689 -2.160 -4.894
H -3.827 -1.119 -3.901
H -3.333 -2.343 -2.711
H -4.785 -2.572 -3.700
H -3.396 -2.707 -5.747
H -2.787 -3.932 -4.640
H -1.166 -2.168 -4.073
C 0.652 2.229 4.409
C 1.909 3.051 4.243
O 2.242 3.098 2.834
H 0.509 2.137 5.487
H 0.706 1.247 3.936
H -0.264 2.640 3.981
H 2.680 2.617 4.878
H 1.672 4.081 4.513
H 3.063 3.587 2.707
C 0.718 -4.469 -1.883
C -0.474 -3.543 -1.807
O -0.143 -2.281 -2.399
H 1.104 -4.582 -2.902
H 0.583 -5.493 -1.534
H 1.578 -4.071 -1.334
H -0.657 -3.415 -0.733
H -1.395 -3.930 -2.245
H -0.067 -1.620 -1.687
C 2.915 -0.876 3.359
C 3.602 -0.558 2.037
O 2.948 0.555 1.420
H 1.851 -1.089 3.249
H 2.961 -0.015 4.036
H 3.381 -1.667 3.948
H 3.661 -1.419 1.374
H 4.623 -0.242 2.290
H 2.837 1.201 2.137
```

M: 663.503 g/mol
Frontier orbital gap: 0.066 Eh
Relative energy (zero: lowest compared OMol25 entry of this formula, charge and spin): 5.9 kcal/mol
LUMO: -0.4727 Eh
Highest occupied orbital energy: -14.650 eV
Net charge: +2